Record 1
Here is 3 unconnected molecules or ions with the total composition C9H13Cl3O6 from the OMol25 dataset. Energies are from ωB97M-V with the def2-TZVPD basis set.

Values from the calculation:
SMILES: C[C@H]1COC(=O)O1.C[C@H]1COC(=O)O1.ClC(Cl)Cl
2S+1: 1

Last column: Löwdin charge in e.
CARTESIAN COORDINATES (ANGSTROEM)
1 C 3.916366 -1.575347 0.366652  -1.411
2 Cl 5.593476 -2.086227 0.932652  0.476
3 Cl 3.915256 -0.120677 -0.721798  0.511
4 Cl 2.773746 -1.373107 1.745052  0.522
5 H 3.459346 -2.398307 -0.182858  0.004
6 C -0.241144 2.126893 -1.440068  -0.016
7 C -0.379314 1.051393 -2.585078  -0.268
8 C 0.849996 1.040293 -3.470198  -0.115
9 O 1.473966 -0.206347 -3.238558  0.057
10 C 0.740796 -0.860137 -2.261858  -0.529
11 O 1.018446 -1.976037 -1.853808  0.121
12 O -0.210124 -0.075557 -1.759418  0.057
13 H -0.240114 3.124553 -1.879138  0.080
14 H 0.769586 2.165773 -1.033848  0.087
15 H -0.916504 2.148373 -0.584778  0.060
16 H -1.344604 1.143613 -3.082898  0.155
17 H 1.441776 1.903643 -3.166028  0.129
18 H 0.550176 1.177843 -4.509088  0.136
19 C -1.803344 1.330873 2.244372  0.013
20 C -2.035304 -0.166407 1.939542  -0.354
21 C -0.958304 -1.156997 1.588382  -0.126
22 O -1.219764 -2.258427 2.412792  0.080
23 C -2.343214 -1.989697 3.161702  -0.503
24 O -3.036274 -2.812627 3.730592  0.140
25 O -2.778134 -0.751757 2.930862  0.096
26 H -1.561704 2.117623 1.529712  0.065
27 H -1.088664 1.267713 3.064952  0.088
28 H -2.691104 1.695493 2.761122  0.083
29 H -2.712504 -0.330377 1.101312  0.151
30 H 0.048136 -0.765137 1.735452  0.086
31 H -0.990964 -1.390917 0.524282  0.126

Forces on atoms 1 to 2 (eV/Å):
C -0.06 -0.12 0.20
Cl -1.60 0.72 -0.58


Record 2
Here is 2 unconnected molecules or ions with the total composition C9H13ClNO from the OMol25 dataset. Energies are from ωB97M-V with the def2-TZVPD basis set.

Values from the calculation:
2S+1: 1
Total charge: +1
Energy above the lowest of the compared OMol25 structures with the same formula, charge and spin (kcal per mole): 13.77

Last column: Löwdin charge in e.
CARTESIAN COORDINATES (ANGSTROEM)
1 Cl 1.126885 -0.632780 1.780898  0.823
2 N -0.102941 -1.542114 2.600023  -0.309
3 C -1.409380 -1.685840 1.819340  -0.103
4 C -2.573121 -1.329854 2.694187  -0.315
5 C -3.911014 -1.237484 2.036185  -0.059
6 O -3.192881 -0.098356 2.450056  0.009
7 H 0.292669 -2.468824 2.768738  0.144
8 H -0.290627 -1.113302 3.510478  0.146
9 H -1.393931 -0.993049 0.983004  0.133
10 H -1.496705 -2.728563 1.525373  0.146
11 H -2.541774 -1.691718 3.723876  0.158
12 H -3.868178 -1.509945 0.988249  0.130
13 H -4.658641 -1.649470 2.701257  0.130
14 C 3.163056 0.888939 -2.086297  -0.089
15 C 3.083942 1.496172 -3.331255  -0.081
16 C 1.924254 2.158633 -3.709599  -0.080
17 C 0.842127 2.222282 -2.843296  -0.087
18 C 0.918842 1.617810 -1.596578  -0.104
19 C 2.077589 0.951645 -1.225583  -0.126
20 H 4.066233 0.371532 -1.790912  0.104
21 H 3.927611 1.453604 -4.006864  0.107
22 H 1.864308 2.628266 -4.682243  0.108
23 H -0.058438 2.744075 -3.138369  0.105
24 H 0.075855 1.672384 -0.917819  0.092
25 H 2.134261 0.475956 -0.252851  0.016

Forces on atoms 1 to 2 (eV/Å):
Cl -0.06 0.04 0.08
N -0.07 -0.23 -0.23


Record 3
Here is 2 unconnected molecules or ions with the total composition C9H13ClO2S from the OMol25 dataset. Energies are from ωB97M-V with the def2-TZVPD basis set.

Values from the calculation:
2S+1: 1
Energy above the lowest of the compared OMol25 structures with the same formula, charge and spin (kcal per mole): 0.00

Last column: Löwdin charge in e.
CARTESIAN COORDINATES (ANGSTROEM)
1 C -0.922270 -1.690370 -0.794253  -0.094
2 C -1.649389 -1.053586 -1.720346  -0.110
3 C -1.143943 -1.388223 0.569890  -0.030
4 C -2.517254 0.020619 -1.454010  -0.104
5 C -2.052949 -0.376826 0.894308  -0.332
6 C -2.745441 0.365733 -0.125362  -0.625
7 C -2.290416 -0.175016 2.335223  -0.106
8 C 2.708574 -0.234818 0.173675  -0.102
9 C 1.975623 0.798699 -0.764356  -0.334
10 O 1.353849 3.141756 0.344451  -0.354
11 O 0.216788 2.432059 -1.727865  -0.493
12 S 0.494930 1.915301 -0.382388  0.867
13 Cl -3.729928 1.753346 0.229617  0.682
14 H -0.380934 -2.456964 -1.129924  0.065
15 H -1.583701 -1.421198 -2.781766  0.128
16 H -0.829071 -1.952217 1.375684  0.082
17 H -3.116495 0.576392 -2.191166  0.113
18 H 0.993864 3.956453 -0.172804  0.105
19 H -1.796463 0.808523 2.663345  0.102
20 H -2.117751 -1.141394 3.007513  0.122
21 H -3.376817 0.106677 2.594348  0.081
22 H 2.549814 0.047141 1.168388  0.040
23 H 2.273457 -1.224711 0.138432  0.054
24 H 3.758468 -0.151767 -0.154225  0.080
25 H 1.481219 0.252044 -1.679804  0.104
26 H 2.697397 1.441210 -1.218489  0.058

Forces on atoms 1 to 2 (eV/Å):
C -1.74 1.80 3.14
C -1.26 1.18 -3.34


Number 1: gap between HOMO and LUMO 10.84 eV, total energy -2182.72004 Ha, E_HOMO -10.61 eV. Number 2: gap between HOMO and LUMO 6.73 eV, total energy -940.55328 Ha, E_HOMO -11.73 eV. Number 3: gap between HOMO and LUMO 9.72 eV, total energy -1359.52123 Ha, E_HOMO -9.04 eV.